No. 1
Below is a single C3H6N2O2 molecule at a distorted geometry, with properties calculated with ωB97M-V/def2-TZVPD.

Geometry (Å):
1 C -1.95 -0.82 0.32
2 N -1.38 0.43 0.09
3 C -0.13 0.52 -0.64
4 C 0.98 -0.29 0.00
5 N 2.15 0.37 0.21
6 O 0.71 -1.45 0.26
7 O -2.65 -1.03 1.27
8 H -1.75 -1.61 -0.44
9 H -1.32 1.01 0.92
10 H 0.13 1.61 -0.65
11 H -0.18 0.24 -1.76
12 H 2.84 0.00 0.88
13 H 2.55 1.01 -0.46

Calculated values
* orbital gap: 10.101 eV
* maximum force: 2.88 eV/Å
* SMILES: NC(=O)CNC=O
* E_HOMO: -9.5 eV
* energy relative to the best compared isomer or geometry (same formula, charge and spin): 121.20 kJ/mol
* total charge: 0

=====

No. 2
Below is 2 unconnected molecules or ions with the total composition CHNOS2 at a distorted geometry, with properties calculated with ωB97M-V/def2-TZVPD.

Geometry (Å):
1 C -1.68 -0.58 -2.30
2 N -0.70 0.32 -0.02
3 O -0.90 0.19 -2.64
4 S -2.83 -1.51 -1.88
5 S -0.73 1.89 0.13
6 H -1.15 -0.17 0.71

Calculated values
* orbital gap (spin up / spin down): 7.414 / 7.409 eV
* maximum force: 2.79 eV/Å
* SMILES: O=C=S.N=S
* E_HOMO (spin up / spin down): -8.9 / -8.9 eV
* energy relative to the best compared isomer or geometry (same formula, charge and spin): 45.00 kJ/mol
* total charge: 0